{
  "formula": "C20H30CrO12",
  "method": "ωB97M-V with the def2-TZVPD basis set",
  "species": ["Cr", "C", "C", "O", "O", "H", "H", "H", "C", "C", "O", "O", "H", "H", "H", "O", "C", "O", "C", "C", "C", "H", "H", "H", "H", "H", "H", "O", "C", "O", "C", "C", "C", "H", "H", "H", "H", "H", "H", "O", "C", "O", "C", "C", "C", "H", "H", "H", "H", "H", "H", "O", "C", "O", "C", "C", "C", "H", "H", "H", "H", "H", "H"],
  "positions_angstrom": [[-0.47, -0.99, -0.77], [-1.93, -0.72, -4.53], [-1.33, -0.86, -3.15], [-2.01, -0.58, -2.12], [-0.13, -1.15, -2.94], [-1.35, -1.19, -5.32], [-1.98, 0.36, -4.66], [-2.97, -0.99, -4.66], [0.03, -5.11, -0.74], [-0.05, -3.66, -0.69], [-1.10, -2.96, -0.42], [0.91, -2.89, -0.84], [0.81, -5.54, -0.11], [0.37, -5.44, -1.72], [-0.95, -5.55, -0.55], [0.48, -0.84, 1.10], [1.26, -0.60, 1.99], [2.26, -1.36, 2.31], [2.94, -1.01, 3.49], [2.30, 0.28, 4.01], [1.26, 0.60, 2.95], [3.98, -0.84, 3.21], [3.03, -1.74, 4.29], [3.08, 1.01, 4.17], [1.75, -0.07, 4.88], [1.51, 1.49, 2.37], [0.25, 0.81, 3.28], [-2.09, -0.90, 0.75], [-2.92, -0.57, 1.55], [-3.49, 0.67, 1.53], [-4.33, 0.85, 2.68], [-3.74, -0.19, 3.61], [-3.46, -1.37, 2.68], [-5.38, 0.51, 2.74], [-4.26, 1.85, 3.08], [-4.37, -0.58, 4.41], [-2.91, 0.21, 4.20], [-4.42, -1.82, 2.46], [-2.71, -2.05, 3.07], [1.92, -0.37, -1.17], [2.95, -0.02, -1.67], [3.84, 0.66, -0.93], [5.01, 0.89, -1.70], [5.03, -0.23, -2.65], [3.54, -0.41, -3.04], [5.94, 1.03, -1.16], [4.81, 1.87, -2.15], [5.35, -1.19, -2.23], [5.71, -0.01, -3.47], [3.21, -1.34, -3.46], [3.32, 0.47, -3.67], [-0.59, 1.07, -0.47], [-0.95, 2.21, -0.64], [-0.06, 3.13, -0.94], [-0.67, 4.43, -0.93], [-2.17, 4.17, -1.19], [-2.37, 2.72, -0.71], [-0.34, 5.14, -1.69], [-0.54, 4.83, 0.07], [-2.35, 4.13, -2.26], [-2.70, 4.91, -0.61], [-3.08, 2.12, -1.27], [-2.66, 2.73, 0.35]],
  "fmax_ev_per_a": 4.00,
  "e_tot_ev": -74214.1142,
  "orbital_gap_ev": [7.783, 9.426],
  "total_charge": 1,
  "spin_multiplicity": 4
}